Entry 1:
DFT (wB97M-V/def2-TZVPD) results for a cluster of 2 separate species, C34H64Cl2N5O4S in total at a distorted geometry.

```
110
Properties=species:S:1:pos:R:3:forces:R:3
C -4.376549 1.981255 0.162555 -0.02 -0.19 0.10
O -4.435222 3.377428 0.206669 0.10 -0.06 -0.29
C -3.189772 4.033490 0.433224 -0.11 0.18 0.27
C -2.784830 4.940875 -0.731269 0.04 -0.56 0.08
C -1.793978 4.283586 -1.713428 -0.52 0.27 0.44
C -2.517450 3.447708 -2.765919 0.18 -0.06 -0.37
C -1.678374 2.966552 -3.979371 0.16 0.30 -0.02
C -0.165743 2.945173 -3.776863 0.06 -0.33 0.24
C 0.284398 1.892777 -2.758739 0.48 -0.01 -0.19
C 0.259789 0.469845 -3.298413 -0.62 -0.08 0.41
C 0.751281 -0.624169 -2.342247 0.15 -0.21 -0.53
C 2.259106 -0.598195 -2.026948 -0.47 -0.40 0.15
C 2.741897 -0.098271 -0.642175 0.49 0.28 -0.11
Cl 1.474164 0.922775 0.147110 -0.14 -0.09 0.00
C 3.960208 0.864842 -0.776263 -0.33 -0.16 0.25
C 5.388335 0.246595 -0.716713 -0.01 0.27 0.39
C 6.418443 0.810274 -1.744139 -0.08 -0.36 -0.36
C 5.941586 1.566332 -2.996645 0.37 0.38 -0.53
N 7.159487 1.726151 -3.822072 -0.37 -0.17 0.30
N 5.478415 2.931747 -2.709922 0.07 -0.07 0.25
N 4.855326 0.901776 -3.704452 -0.20 -0.01 0.19
C 5.977852 0.511484 0.688489 0.05 -0.10 0.05
C 6.173112 1.842351 1.052187 -0.07 -0.14 -0.02
C 6.712131 2.150128 2.286360 -0.03 0.43 -0.10
N 7.061616 1.253455 3.201497 -0.09 -0.09 -0.14
C 6.857826 -0.007444 2.853713 0.06 -0.29 0.12
C 6.340932 -0.431441 1.635600 -0.01 0.06 -0.07
S 5.309051 -1.523947 -1.068952 0.80 -0.15 -0.36
O 4.892907 -1.749296 -2.413729 -0.23 0.13 0.06
O 6.524361 -2.150305 -0.658251 -0.27 -0.03 0.18
O 4.166197 -2.067276 -0.071673 0.18 0.32 -0.01
C 3.017439 -1.322656 0.293559 -1.06 0.16 0.07
C 1.855359 -2.307922 0.298402 0.32 -0.34 0.10
Cl 3.195881 -0.789595 2.012682 0.25 0.01 -0.04
H -3.444875 1.612088 -0.278048 0.05 0.03 -0.09
H -5.207006 1.617379 -0.441566 -0.06 0.03 -0.02
H -4.465793 1.539214 1.165161 0.00 0.01 0.10
H -2.414062 3.289701 0.643616 0.08 -0.03 -0.06
H -3.305774 4.627939 1.342505 -0.04 0.03 0.02
H -3.709896 5.191625 -1.250368 -0.01 0.29 0.00
H -2.358523 5.847863 -0.306200 0.05 0.10 -0.09
H -1.208234 5.072266 -2.182610 0.06 -0.02 -0.15
H -1.117623 3.691165 -1.097897 0.28 -0.06 -0.20
H -3.311737 4.086730 -3.154393 -0.15 -0.10 -0.03
H -3.022948 2.592342 -2.315909 0.03 0.00 0.23
H -1.906867 3.615166 -4.826484 0.05 0.02 -0.05
H -1.982226 1.965351 -4.287486 -0.19 -0.01 0.03
H 0.209010 3.920808 -3.467940 -0.10 0.08 0.00
H 0.329095 2.724334 -4.726085 -0.05 0.04 -0.09
H -0.324339 1.935523 -1.857134 -0.07 0.03 0.05
H 1.303336 2.131717 -2.440143 0.04 0.02 0.03
H 0.789198 0.401606 -4.251065 0.18 0.03 0.02
H -0.782411 0.208751 -3.514663 0.01 0.05 -0.19
H 0.567952 -1.558579 -2.881195 0.01 -0.10 0.11
H 0.128307 -0.676598 -1.450976 0.01 0.16 0.10
H 2.614223 -1.621706 -2.107621 0.10 0.06 -0.16
H 2.773188 -0.065250 -2.821199 0.16 0.18 0.11
H 3.884137 1.577655 0.039001 0.11 -0.04 0.11
H 3.790318 1.418370 -1.691144 0.12 -0.08 -0.13
H 7.120723 1.469387 -1.243962 -0.04 0.02 0.14
H 7.022961 -0.037490 -2.075137 0.07 0.01 -0.04
H 6.857385 2.016490 -4.745549 0.12 0.10 -0.08
H 7.602021 0.820185 -3.928026 0.09 0.03 -0.11
H 6.258748 3.555477 -2.879129 0.02 0.02 -0.04
H 5.253783 3.043277 -1.729030 -0.17 0.02 -0.02
H 4.283230 1.603443 -4.154109 0.11 0.11 -0.12
H 5.197006 0.253054 -4.398388 -0.01 -0.23 0.08
H 5.905172 2.649447 0.383813 0.05 0.08 -0.03
H 6.872966 3.189135 2.541691 0.01 0.09 0.07
H 7.122416 -0.755255 3.589511 0.05 -0.05 0.08
H 6.230182 -1.486261 1.463411 0.03 -0.09 0.03
H 2.046106 -3.051047 1.070458 -0.01 0.01 0.05
H 0.920431 -1.800307 0.511833 -0.04 0.09 -0.01
H 1.804843 -2.837756 -0.649368 -0.09 0.10 -0.10
C -6.513603 -3.038643 0.105282 0.02 0.08 0.06
C -5.940302 -1.867303 0.899820 -0.04 -0.13 -0.07
C -4.418507 -1.928305 1.085424 -0.21 0.20 0.02
C -3.854071 -3.134121 1.827589 0.07 0.07 -0.20
N -3.766121 -3.093276 3.340288 0.17 -0.34 0.27
C -5.023900 -2.634486 4.018834 -0.11 0.15 -0.04
C -5.986768 -3.793602 3.858094 -0.03 -0.12 -0.09
C -5.094945 -5.043473 3.985815 -0.02 -0.01 -0.09
C -3.656540 -4.539012 3.803851 -0.17 -0.03 0.07
C -2.547783 -2.364468 3.854416 -0.08 0.24 0.04
C -2.450072 -0.872406 3.540402 0.25 0.04 -0.16
C -1.530240 -0.556132 2.360024 -0.05 -0.01 -0.02
H -6.343477 -4.001363 0.593225 -0.01 -0.02 -0.03
H -7.590396 -2.925277 -0.011108 -0.01 -0.02 -0.02
H -6.074821 -3.085761 -0.892329 0.02 -0.03 0.00
H -6.463395 -1.780452 1.854000 0.02 0.02 0.00
H -6.162117 -0.943948 0.362821 0.02 0.04 0.02
H -4.066325 -0.991992 1.514185 0.04 -0.02 0.04
H -3.977419 -1.965237 0.085234 0.06 -0.05 0.02
H -2.828435 -3.323582 1.511275 0.00 -0.03 0.01
H -4.431451 -4.021991 1.573310 -0.02 0.00 0.06
H -4.768616 -2.474967 5.066469 0.03 -0.01 0.01
H -5.358542 -1.693313 3.595844 0.03 0.02 -0.02
H -6.465373 -3.765379 2.879874 0.00 0.04 0.02
H -6.779659 -3.763399 4.600997 0.03 0.04 0.04
H -5.356636 -5.795462 3.244482 0.01 0.01 -0.02
H -5.198981 -5.511886 4.961673 0.02 0.02 0.02
H -3.078384 -5.093187 3.069778 0.08 0.03 0.02
H -3.119322 -4.533072 4.748233 0.04 0.02 0.00
H -1.685041 -2.907234 3.466931 0.03 0.02 -0.03
H -2.574147 -2.506688 4.933251 -0.03 -0.09 0.00
H -2.037047 -0.385474 4.424516 -0.04 -0.02 0.04
H -3.436065 -0.428440 3.403974 -0.05 -0.05 0.03
H -0.491791 -0.771384 2.615971 0.01 -0.01 -0.01
H -1.591184 0.498926 2.095873 0.03 0.00 -0.02
H -1.778127 -1.137531 1.469640 -0.02 0.04 -0.02
```
Positions in Å, forces in eV/Å.

Its calculated total energy is -3226.9719 hartree. Its gap between HOMO and LUMO is 8.4 eV. Its charge is +1. For the HOMO energy, the calculation gives -10.77 eV.

Entry 2:
DFT (wB97M-V/def2-TZVPD) results for a cluster of 8 separate species, C34H65Cl13N3O3 in total at a distorted geometry.

```
118
Properties=species:S:1:pos:R:3:forces:R:3
C -2.837939 -6.683761 0.715097 0.39 0.90 0.53
C -4.204948 -6.035617 0.539479 -1.04 -1.62 -1.49
C -4.786841 -6.808281 -0.662568 0.22 0.04 -1.56
C -6.275194 -6.609847 -1.001914 2.10 -0.66 0.20
C -6.966155 -7.045070 0.268599 -1.48 1.17 -0.44
C -6.582889 -6.301400 1.601640 -0.70 -1.61 -0.08
N -5.067086 -6.370004 1.696338 1.05 2.32 4.73
O -4.510215 -5.939338 2.962730 -2.26 -1.59 -4.74
C -7.177113 -4.875498 1.698871 1.60 -0.02 -0.31
C -7.264713 -7.133722 2.746543 1.15 0.85 0.85
C -4.109719 -4.579463 0.150605 0.39 0.83 0.22
H -2.326618 -6.019173 1.411487 0.40 -0.83 0.58
H -2.214273 -6.683654 -0.178850 -0.42 0.36 -0.40
H -2.936631 -7.741357 0.959733 0.09 0.28 0.74
H -4.184559 -6.640928 -1.555514 0.27 0.87 -0.04
H -4.506370 -7.855526 -0.549742 -0.80 -0.40 0.53
H -6.509386 -7.207797 -1.882660 -0.17 -0.75 0.33
H -6.505877 -5.641687 -1.446375 0.02 0.59 0.94
H -6.884191 -8.124162 0.398713 0.23 0.06 0.06
H -8.002691 -6.828636 0.010030 -0.55 -0.22 0.91
H -6.987684 -4.449926 2.684317 -0.30 -0.30 0.21
H -6.574517 -4.231852 1.058008 -0.45 0.16 -0.40
H -8.234323 -4.844792 1.435318 0.15 -0.06 0.03
H -8.352972 -7.073562 2.733752 0.04 -0.22 -0.61
H -6.894930 -8.144965 2.916100 -0.14 -0.18 -0.76
H -7.015271 -6.674098 3.702906 0.17 0.36 0.02
H -4.934773 -4.196378 -0.449929 -0.04 -0.38 -0.19
H -3.186110 -4.529368 -0.426058 -0.09 0.39 -0.22
H -4.027983 -3.858023 0.963592 0.21 -0.33 0.37
C -3.997086 1.457942 -3.378806 -1.89 -0.40 0.10
C -2.936325 2.502189 -3.063885 2.12 -2.02 -1.52
C -3.007062 3.652980 -4.059681 0.55 -0.22 -0.28
C -3.979899 4.685447 -3.679984 -0.83 -0.17 -1.18
C -3.848112 5.123926 -2.274139 -0.61 0.69 -0.68
C -3.803108 4.008541 -1.201031 -0.07 2.17 -0.14
N -2.821243 2.979200 -1.691326 -0.72 -3.29 4.09
O -2.534489 1.958200 -0.693973 -1.03 3.79 -3.92
C -3.195918 4.804491 -0.034158 -0.53 -1.21 1.09
C -5.310755 3.585427 -0.867720 1.00 -0.66 -0.65
C -1.616333 1.753527 -3.516395 0.27 -0.07 0.94
H -3.771799 0.430581 -3.092670 0.54 0.16 0.05
H -4.222360 1.476005 -4.445123 0.49 -0.17 -0.18
H -5.006260 1.581280 -2.985802 0.03 0.62 0.56
H -2.031082 4.118936 -4.195517 0.27 -0.09 0.27
H -3.272615 3.249884 -5.036969 0.14 -0.17 0.00
H -4.981322 4.291436 -3.853143 -0.28 0.02 -0.06
H -3.839023 5.523640 -4.362413 -0.30 0.24 0.05
H -4.732192 5.759038 -2.217969 -0.09 0.09 1.18
H -3.010375 5.820811 -2.248841 0.34 -0.27 0.52
H -3.128519 4.155582 0.839042 0.24 0.01 0.13
H -2.219963 5.250354 -0.226068 -0.11 -0.19 -0.23
H -3.917387 5.576560 0.233230 0.13 0.18 -0.11
H -5.911047 4.299306 -0.303693 0.73 0.45 0.20
H -5.878257 3.486759 -1.793090 0.14 -0.32 -0.17
H -5.365201 2.644567 -0.320079 0.19 -0.07 -0.09
H -1.672412 1.465009 -4.566010 -0.08 0.58 -0.16
H -1.390457 0.800419 -3.038211 -0.58 0.02 0.56
H -0.733716 2.353730 -3.295379 -0.03 0.30 -0.36
C 3.064540 6.391570 -2.116387 0.50 0.46 0.75
C 4.421414 5.973193 -1.347375 -1.48 -1.11 -1.93
C 5.669059 6.548925 -2.101289 -1.01 1.43 0.03
C 5.809356 8.044418 -1.841958 -0.13 -0.50 0.44
C 5.891106 8.325402 -0.347902 0.79 0.93 -1.76
C 4.755389 7.755290 0.463728 -0.31 0.97 1.90
N 4.394370 6.358690 0.109910 -3.57 -1.74 1.35
O 3.336122 5.753266 0.913420 4.32 2.51 -3.34
C 5.234116 7.814331 1.910375 0.28 -1.01 1.01
C 3.597370 8.786041 0.390558 -0.61 -1.31 -0.64
C 4.473251 4.449898 -1.574611 0.23 -1.05 1.82
H 2.954355 7.475689 -2.141580 0.04 -0.01 -0.32
H 2.133486 6.021840 -1.686800 0.36 -0.18 0.82
H 2.988755 5.972596 -3.119792 0.74 0.20 -0.17
H 6.603588 6.025006 -1.900630 -0.17 -0.18 0.24
H 5.491280 6.570266 -3.176484 -0.20 -1.05 -0.09
H 4.934675 8.578622 -2.212982 -0.25 -0.18 -0.18
H 6.626451 8.454529 -2.435482 0.31 0.03 0.35
H 5.779546 9.409676 -0.350673 0.13 0.15 0.78
H 6.892941 8.130556 0.034798 -0.09 -0.46 0.19
H 4.447841 7.652723 2.647781 -0.22 -0.07 -0.23
H 5.972006 7.031902 2.087597 0.08 -0.15 -0.04
H 5.732533 8.739931 2.198399 -0.15 0.26 -0.50
H 3.293908 8.814892 -0.655956 -0.02 0.83 0.00
H 2.701634 8.458497 0.918263 0.18 -0.23 0.24
H 3.917218 9.733588 0.824091 0.03 -0.02 -0.40
H 5.359401 4.043726 -1.086907 0.45 0.05 -0.27
H 4.414420 4.050894 -2.587252 0.29 0.84 -0.26
H 3.708055 3.873382 -1.054798 -0.53 0.55 0.19
Cl -1.037346 -0.757949 7.798105 -0.14 0.01 0.31
C -1.393448 -1.840106 6.418791 0.69 -0.15 0.64
C -0.305507 -2.948636 6.323148 -0.93 0.08 -0.32
Cl -0.318579 -4.078580 7.777792 -0.07 0.87 -1.08
H -1.470379 -1.118271 5.605686 0.51 -0.62 -0.47
H -2.389602 -2.264749 6.543131 0.20 -0.14 0.25
H 0.718415 -2.609073 6.166965 -0.23 0.31 0.44
H -0.555387 -3.527152 5.433785 -0.05 -0.37 0.22
Cl 3.099140 -4.493843 0.103640 0.11 0.87 -0.41
C 2.960870 -2.818668 -0.595113 0.56 0.49 0.87
C 2.251540 -1.852160 0.396352 -1.22 -0.38 -2.24
Cl 3.139479 -1.451280 1.819300 0.71 -0.13 0.88
H 2.605799 -2.913538 -1.621277 -1.01 0.04 0.44
H 3.929155 -2.354562 -0.782544 0.50 -0.59 0.49
H 1.247817 -2.186644 0.658563 0.21 -0.30 0.18
H 2.087423 -0.908541 -0.123984 0.12 -0.01 -0.20
C 9.329103 -4.667815 -5.186655 0.47 1.38 -0.41
Cl 9.066537 -4.952766 -6.953243 0.50 -0.22 1.16
Cl 7.835120 -4.101175 -4.494195 -0.53 -0.27 0.30
Cl 10.533828 -3.325602 -4.929003 -0.19 -0.72 -0.36
H 9.724092 -5.499097 -4.602651 -0.26 -0.18 -0.68
C 6.340888 -3.380278 6.256615 0.75 0.00 0.42
Cl 5.166355 -4.673885 6.203255 -0.29 0.09 -0.08
Cl 7.804474 -3.857232 5.373845 -0.21 0.18 -0.35
Cl 6.849448 -3.057920 7.926087 -0.28 0.12 0.14
H 5.941000 -2.444561 5.865935 0.01 -0.39 -0.14
C 6.823080 -9.268599 1.758073 -0.06 -0.53 0.43
Cl 7.918535 -9.662276 3.131815 -0.05 0.78 -0.64
Cl 6.080014 -10.840537 1.352556 -0.04 0.53 -0.49
Cl 7.580945 -8.444020 0.365093 -0.13 -0.59 0.73
H 6.035297 -8.607708 2.119623 0.27 -0.18 -0.02
```
Positions in Å, forces in eV/Å.

Its calculated total energy is -7706.5763 hartree. Its multiplicity is 4. Its gap between HOMO and LUMO (alpha / beta) is 9.1 / 9.2 eV. For the HOMO energy (alpha / beta), the calculation gives -9.01 / -9.73 eV.